# 1
{
  "formula": "C21H24N4O2S",
  "method": "ωB97M-V/def2-TZVPD",
  "e_above_lowest_kcal_mol": 68.3,
  "spin_multiplicity": 1,
  "total_energy_ev": -43056.662,
  "gap_ev": 7.733,
  "smiles": "COc1ccc(/C=C/C(=O)NC(=S)NN2CCCC[C@H]2c2cccnc2)cc1",
  "species": ["S", "O", "O", "N", "N", "N", "N", "C", "C", "C", "C", "C", "C", "C", "C", "C", "C", "C", "C", "C", "C", "C", "C", "C", "C", "C", "C", "C", "H", "H", "H", "H", "H", "H", "H", "H", "H", "H", "H", "H", "H", "H", "H", "H", "H", "H", "H", "H", "H", "H", "H", "H"],
  "xyz": [[0.225, 1.420, 2.426], [-0.491, -0.752, -1.463], [7.016, 1.217, -5.551], [-1.348, -0.136, 0.971], [0.588, 0.655, -0.036], [-2.180, -0.309, 2.070], [-4.293, 1.340, 5.102], [-3.715, 0.973, 3.976], [-0.237, 0.596, 1.077], [-5.663, -0.157, 3.223], [-4.344, 0.209, 2.990], [-4.128, -1.343, 0.947], [1.550, 0.158, -2.188], [-1.923, -1.547, 2.788], [2.786, 0.607, -1.922], [-3.898, -2.634, 1.729], [-2.410, -2.787, 2.036], [-5.545, 0.972, 5.317], [6.040, 1.089, -4.622], [0.468, -0.030, -1.221], [5.126, 1.141, -2.404], [3.720, 0.550, -4.249], [-6.276, 0.227, 4.407], [8.308, 1.593, -5.136], [6.201, 1.303, -3.255], [4.781, 0.712, -5.105], [3.866, 0.759, -2.871], [-3.587, -0.131, 1.724], [7.155, 1.596, -2.846], [2.762, 0.263, -4.652], [1.280, -0.174, -3.180], [4.671, 0.554, -6.166], [-4.256, -3.489, 1.151], [8.737, 0.858, -4.447], [-1.477, -0.664, 0.101], [-0.849, -1.598, 2.982], [-7.299, -0.048, 4.611], [-2.692, 1.295, 3.842], [-3.600, -1.406, -0.009], [8.909, 1.629, -6.043], [-2.234, -3.675, 2.644], [-4.457, -2.602, 2.668], [1.386, 1.261, 0.097], [-6.224, -0.731, 2.500], [-1.851, -2.902, 1.104], [-2.438, -1.467, 3.748], [5.269, 1.312, -1.346], [-5.976, 1.295, 6.256], [3.058, 0.867, -0.905], [-5.184, -1.206, 0.717], [8.306, 2.580, -4.663], [-3.636, 0.755, 1.075]]
}



# 2
{
  "formula": "C21H25BClFN3O12P2S2",
  "method": "ωB97M-V/def2-TZVPD",
  "total_charge": -1,
  "spin_multiplicity": 1,
  "total_energy_ev": -107382.309,
  "gap_ev": 6.188,
  "species": ["Cl", "S", "S", "P", "P", "F", "O", "O", "O", "O", "O", "O", "O", "O", "O", "O", "O", "O", "N", "N", "N", "C", "C", "C", "C", "C", "C", "C", "C", "C", "C", "C", "C", "C", "C", "C", "C", "C", "C", "C", "C", "C", "B", "H", "H", "H", "H", "H", "H", "H", "H", "H", "H", "H", "H", "H", "H", "H", "H", "H", "H", "H", "H", "H", "H", "H", "H", "H"],
  "xyz": [[-0.172, -1.240, -2.856], [1.654, -1.191, -5.974], [-1.485, 3.803, -1.424], [-1.414, 2.652, -3.472], [1.276, 0.394, -4.875], [-2.784, 4.768, -1.491], [-0.381, 4.712, -1.246], [4.940, -0.695, -3.921], [2.995, -1.355, -3.273], [-1.574, 1.755, -4.963], [-1.094, 1.568, 5.965], [1.279, 3.836, -3.665], [-0.181, 1.423, -2.933], [-2.875, 0.968, 7.013], [-0.350, 4.608, -5.255], [-6.320, -1.575, 1.048], [-5.182, -0.409, -0.355], [-1.755, 2.918, -0.319], [4.184, -1.509, -3.424], [-5.467, -0.748, 0.772], [-1.714, 0.810, 6.683], [2.405, 4.108, -4.473], [6.636, -4.211, -2.660], [4.435, -4.945, -2.013], [-4.338, 0.046, 4.230], [-1.045, -2.419, 8.413], [5.800, -5.178, -2.117], [-3.362, 1.008, 3.985], [0.959, -1.712, 7.279], [-4.736, -0.123, 1.889], [3.899, -3.742, -2.446], [-1.445, 0.399, -4.630], [-3.776, 0.835, 1.619], [-5.034, -0.527, 3.179], [6.111, -3.005, -3.099], [-1.014, -0.387, 7.178], [-3.089, 1.402, 2.682], [0.283, -2.633, 8.068], [0.309, -0.575, 6.825], [-0.211, 0.332, -3.727], [4.752, -2.794, -2.977], [-1.706, -1.286, 7.967], [0.023, 3.814, -4.182], [0.926, 1.426, -5.753], [-2.335, 2.150, 2.476], [-2.825, 1.440, 4.807], [-1.570, -3.138, 9.028], [6.214, -6.117, -1.773], [-2.738, -1.103, 8.224], [0.793, -3.522, 8.414], [-5.794, -1.274, 3.353], [1.993, -1.879, 7.011], [0.015, 4.306, -6.093], [-4.554, -0.257, 5.246], [7.699, -4.395, -2.743], [2.158, 4.662, -5.381], [-1.275, -0.215, -5.520], [2.911, 3.180, -4.745], [3.106, 4.717, -3.902], [2.840, -3.539, -2.375], [6.743, -2.241, -3.526], [-3.552, 1.144, 0.607], [2.353, 0.862, -4.119], [-2.412, 3.608, -3.887], [3.784, -5.700, -1.594], [-2.331, -0.025, -4.146], [0.816, 0.149, 6.206], [-2.399, 1.855, -2.840]]
}



# 3
{
  "formula": "C21H25BN12O3STi",
  "method": "ωB97M-V/def2-TZVPD",
  "total_charge": 2,
  "e_above_lowest_kcal_mol": 23.9,
  "spin_multiplicity": 1,
  "total_energy_ev": -80821.944,
  "gap_ev": 7.546,
  "species": ["Ti", "S", "O", "O", "O", "N", "N", "N", "N", "N", "N", "N", "N", "N", "N", "N", "N", "C", "C", "C", "C", "C", "C", "C", "C", "C", "C", "C", "C", "C", "C", "C", "C", "C", "C", "C", "C", "C", "B", "H", "H", "H", "H", "H", "H", "H", "H", "H", "H", "H", "H", "H", "H", "H", "H", "H", "H", "H", "H", "H", "H", "H", "H", "H"],
  "xyz": [[-0.029, -0.300, 0.016], [-0.775, -3.095, 2.327], [-0.991, -1.515, -1.205], [0.879, -1.534, 1.124], [-1.064, -0.664, 1.544], [1.021, 1.359, 0.713], [0.907, 3.713, -3.608], [-0.573, 2.195, -1.646], [1.371, 2.356, -0.134], [-0.648, -4.498, 4.541], [-0.079, -1.488, 2.134], [1.560, 0.859, -2.141], [0.284, -2.402, 4.687], [-1.174, 1.252, -0.868], [1.561, 3.326, -2.478], [1.489, -0.291, -1.417], [-2.036, -1.314, -2.009], [2.851, 3.774, -2.502], [0.913, -4.062, 6.358], [2.608, -0.711, -3.301], [-1.491, 3.078, -2.058], [-3.255, -1.691, -1.595], [-2.476, 1.567, -0.807], [3.022, 4.505, -3.644], [-4.340, -1.499, -2.420], [1.892, 3.371, 0.568], [1.904, 3.021, 1.909], [-0.332, -3.336, 4.003], [2.117, -1.241, -2.114], [1.771, 4.436, -4.292], [-2.881, -0.537, -4.059], [0.720, -2.581, 6.079], [2.230, 0.620, -3.277], [-1.820, -0.750, -3.207], [-0.327, -4.832, 5.938], [-2.727, 2.709, -1.547], [1.347, 1.752, 1.947], [-4.157, -0.914, -3.665], [0.995, 2.235, -1.632], [2.212, 4.276, 0.082], [1.096, -4.215, 7.420], [1.782, -4.433, 5.813], [1.475, 4.882, -5.228], [3.549, 3.529, -1.718], [-5.318, -1.810, -2.082], [-1.104, -5.189, 3.965], [-4.999, -0.756, -4.324], [1.157, 1.106, 2.787], [3.176, -1.215, -4.063], [1.650, -2.032, 6.206], [0.476, -1.546, 4.181], [2.178, -2.246, -1.730], [2.266, 3.608, 2.733], [-3.292, -2.133, -0.611], [-1.195, 3.892, -2.696], [-0.164, -5.906, 5.991], [-1.183, -4.583, 6.568], [3.910, 5.019, -3.965], [-0.029, -2.147, 6.743], [-0.792, -0.494, -3.422], [-2.699, -0.081, -5.021], [2.406, 1.417, -3.983], [-3.666, 3.214, -1.687], [-3.155, 0.966, -0.222]]
}



# 4
{
  "formula": "C21H25BO6",
  "method": "ωB97M-V/def2-TZVPD",
  "e_above_lowest_kcal_mol": 0.0,
  "spin_multiplicity": 1,
  "total_energy_ev": -35148.065,
  "gap_ev": 8.327,
  "smiles": "CC(=O)OB(OC(C)=O)OC(C)=O.Cc1ccc(Cc2ccc(C)cc2)cc1",
  "species": ["O", "O", "O", "O", "O", "O", "C", "C", "C", "C", "C", "C", "C", "C", "C", "C", "C", "C", "C", "C", "C", "C", "C", "C", "C", "C", "C", "B", "H", "H", "H", "H", "H", "H", "H", "H", "H", "H", "H", "H", "H", "H", "H", "H", "H", "H", "H", "H", "H", "H", "H", "H", "H"],
  "xyz": [[7.293, -2.685, 3.470], [6.642, -0.480, 6.013], [6.029, -3.841, 1.981], [4.193, -0.282, 2.006], [6.285, -1.196, 1.930], [7.275, -0.340, 3.841], [3.821, -0.618, 5.762], [4.048, -0.921, 7.126], [2.957, -5.773, 5.393], [2.864, -3.483, 6.182], [3.625, -5.334, 4.264], [7.347, 0.007, 5.161], [3.482, 1.355, 7.745], [3.482, -3.026, 4.984], [8.406, 1.028, 5.333], [5.592, -0.013, 0.063], [7.025, -3.780, 2.685], [3.288, 2.403, 8.794], [5.237, -0.459, 1.425], [4.036, -1.644, 4.685], [3.833, 0.046, 8.103], [3.842, -3.991, 4.054], [3.426, 1.679, 6.380], [2.650, -4.850, 6.373], [2.799, -7.230, 5.631], [3.623, 0.712, 5.399], [8.045, -4.851, 2.809], [6.847, -1.421, 3.140], [3.261, 2.735, 6.099], [2.317, 2.873, 8.685], [1.958, -7.682, 5.063], [6.302, 0.806, 0.128], [3.980, -0.200, 9.158], [8.192, 1.577, 6.247], [7.600, -5.678, 3.384], [3.319, 1.950, 9.777], [5.049, -1.680, 4.326], [8.499, 1.738, 4.508], [2.296, -5.192, 7.345], [5.975, -0.808, -0.587], [3.587, 0.958, 4.325], [4.388, -1.920, 7.427], [4.296, -3.636, 3.127], [2.620, -7.449, 6.686], [4.044, -6.049, 3.551], [8.977, -4.538, 3.299], [3.515, -1.296, 3.786], [8.224, -5.257, 1.809], [4.022, 3.206, 8.748], [4.694, 0.405, -0.386], [3.696, -7.783, 5.307], [2.538, -2.775, 6.947], [9.342, 0.505, 5.528]]
}



Repeat the third record exactly.
{
  "formula": "C21H25BN12O3STi",
  "method": "ωB97M-V/def2-TZVPD",
  "total_charge": 2,
  "e_above_lowest_kcal_mol": 23.9,
  "spin_multiplicity": 1,
  "total_energy_ev": -80821.944,
  "gap_ev": 7.546,
  "species": ["Ti", "S", "O", "O", "O", "N", "N", "N", "N", "N", "N", "N", "N", "N", "N", "N", "N", "C", "C", "C", "C", "C", "C", "C", "C", "C", "C", "C", "C", "C", "C", "C", "C", "C", "C", "C", "C", "C", "B", "H", "H", "H", "H", "H", "H", "H", "H", "H", "H", "H", "H", "H", "H", "H", "H", "H", "H", "H", "H", "H", "H", "H", "H", "H"],
  "xyz": [[-0.029, -0.300, 0.016], [-0.775, -3.095, 2.327], [-0.991, -1.515, -1.205], [0.879, -1.534, 1.124], [-1.064, -0.664, 1.544], [1.021, 1.359, 0.713], [0.907, 3.713, -3.608], [-0.573, 2.195, -1.646], [1.371, 2.356, -0.134], [-0.648, -4.498, 4.541], [-0.079, -1.488, 2.134], [1.560, 0.859, -2.141], [0.284, -2.402, 4.687], [-1.174, 1.252, -0.868], [1.561, 3.326, -2.478], [1.489, -0.291, -1.417], [-2.036, -1.314, -2.009], [2.851, 3.774, -2.502], [0.913, -4.062, 6.358], [2.608, -0.711, -3.301], [-1.491, 3.078, -2.058], [-3.255, -1.691, -1.595], [-2.476, 1.567, -0.807], [3.022, 4.505, -3.644], [-4.340, -1.499, -2.420], [1.892, 3.371, 0.568], [1.904, 3.021, 1.909], [-0.332, -3.336, 4.003], [2.117, -1.241, -2.114], [1.771, 4.436, -4.292], [-2.881, -0.537, -4.059], [0.720, -2.581, 6.079], [2.230, 0.620, -3.277], [-1.820, -0.750, -3.207], [-0.327, -4.832, 5.938], [-2.727, 2.709, -1.547], [1.347, 1.752, 1.947], [-4.157, -0.914, -3.665], [0.995, 2.235, -1.632], [2.212, 4.276, 0.082], [1.096, -4.215, 7.420], [1.782, -4.433, 5.813], [1.475, 4.882, -5.228], [3.549, 3.529, -1.718], [-5.318, -1.810, -2.082], [-1.104, -5.189, 3.965], [-4.999, -0.756, -4.324], [1.157, 1.106, 2.787], [3.176, -1.215, -4.063], [1.650, -2.032, 6.206], [0.476, -1.546, 4.181], [2.178, -2.246, -1.730], [2.266, 3.608, 2.733], [-3.292, -2.133, -0.611], [-1.195, 3.892, -2.696], [-0.164, -5.906, 5.991], [-1.183, -4.583, 6.568], [3.910, 5.019, -3.965], [-0.029, -2.147, 6.743], [-0.792, -0.494, -3.422], [-2.699, -0.081, -5.021], [2.406, 1.417, -3.983], [-3.666, 3.214, -1.687], [-3.155, 0.966, -0.222]]
}



Copy entry 1 word for word.
{
  "formula": "C21H24N4O2S",
  "method": "ωB97M-V/def2-TZVPD",
  "e_above_lowest_kcal_mol": 68.3,
  "spin_multiplicity": 1,
  "total_energy_ev": -43056.662,
  "gap_ev": 7.733,
  "smiles": "COc1ccc(/C=C/C(=O)NC(=S)NN2CCCC[C@H]2c2cccnc2)cc1",
  "species": ["S", "O", "O", "N", "N", "N", "N", "C", "C", "C", "C", "C", "C", "C", "C", "C", "C", "C", "C", "C", "C", "C", "C", "C", "C", "C", "C", "C", "H", "H", "H", "H", "H", "H", "H", "H", "H", "H", "H", "H", "H", "H", "H", "H", "H", "H", "H", "H", "H", "H", "H", "H"],
  "xyz": [[0.225, 1.420, 2.426], [-0.491, -0.752, -1.463], [7.016, 1.217, -5.551], [-1.348, -0.136, 0.971], [0.588, 0.655, -0.036], [-2.180, -0.309, 2.070], [-4.293, 1.340, 5.102], [-3.715, 0.973, 3.976], [-0.237, 0.596, 1.077], [-5.663, -0.157, 3.223], [-4.344, 0.209, 2.990], [-4.128, -1.343, 0.947], [1.550, 0.158, -2.188], [-1.923, -1.547, 2.788], [2.786, 0.607, -1.922], [-3.898, -2.634, 1.729], [-2.410, -2.787, 2.036], [-5.545, 0.972, 5.317], [6.040, 1.089, -4.622], [0.468, -0.030, -1.221], [5.126, 1.141, -2.404], [3.720, 0.550, -4.249], [-6.276, 0.227, 4.407], [8.308, 1.593, -5.136], [6.201, 1.303, -3.255], [4.781, 0.712, -5.105], [3.866, 0.759, -2.871], [-3.587, -0.131, 1.724], [7.155, 1.596, -2.846], [2.762, 0.263, -4.652], [1.280, -0.174, -3.180], [4.671, 0.554, -6.166], [-4.256, -3.489, 1.151], [8.737, 0.858, -4.447], [-1.477, -0.664, 0.101], [-0.849, -1.598, 2.982], [-7.299, -0.048, 4.611], [-2.692, 1.295, 3.842], [-3.600, -1.406, -0.009], [8.909, 1.629, -6.043], [-2.234, -3.675, 2.644], [-4.457, -2.602, 2.668], [1.386, 1.261, 0.097], [-6.224, -0.731, 2.500], [-1.851, -2.902, 1.104], [-2.438, -1.467, 3.748], [5.269, 1.312, -1.346], [-5.976, 1.295, 6.256], [3.058, 0.867, -0.905], [-5.184, -1.206, 0.717], [8.306, 2.580, -4.663], [-3.636, 0.755, 1.075]]
}